117
Properties=species:S:1:pos:R:3:lowdin_charge:R:1 method="wB97M-V/def2-TZVPD" charge=+1 gap_ev=5.2 relative_energy_ev=28.663 lumo_ev=-4.7 total_energy_ha=-8830.1414
Br 0.26 2.29 -3.30 0.82
Br 0.20 5.78 -4.41 0.31
Cl 6.23 2.21 1.30 0.52
Cl 4.56 4.18 -0.55 0.56
P 2.36 5.36 -3.66 0.69
O 1.50 5.08 -0.17 0.03
O 2.91 0.98 -4.88 -0.06
O -6.00 -2.59 -0.70 -0.19
O 4.29 -0.88 -5.72 0.00
O 1.57 1.58 1.11 -0.17
O 3.25 5.68 -5.17 -0.37
O 5.81 2.02 -6.12 -0.19
O -5.55 -1.70 9.05 -0.19
O -0.59 4.19 -1.20 -0.16
N -3.58 -1.17 7.00 0.04
N 2.62 3.75 -3.15 -0.30
N 4.97 3.35 -4.17 0.17
N -4.03 -2.06 -2.74 0.04
N 3.50 1.43 -3.77 -0.12
C 3.00 0.83 -2.50 -0.10
C 1.75 3.11 -2.14 -0.52
C -1.81 0.66 3.58 0.01
C 0.00 -3.31 3.45 -0.12
C 1.62 -4.35 -3.76 -0.05
C -3.38 -2.28 7.95 -0.43
C -4.18 -2.07 9.25 -0.19
C -4.63 -2.96 -0.50 -0.20
C -6.86 -3.68 -1.00 -0.11
C -6.41 -2.79 8.75 -0.11
C -2.73 3.49 2.60 -0.12
C 3.86 2.42 -0.47 -0.42
C -0.58 -2.75 -4.48 -0.03
C 4.42 -0.07 0.63 -0.11
C 0.42 -1.49 -4.92 -0.01
C 7.07 1.44 -6.70 -0.22
C 0.75 -0.83 2.23 0.03
C 3.15 -0.45 -5.13 -0.16
C -3.68 -3.59 7.24 -0.07
C -0.31 -1.69 3.19 -0.18
C 2.61 -3.10 -4.19 -0.01
C 2.06 -1.67 -4.77 -0.08
C 7.38 -0.08 -6.14 -0.11
C 3.70 2.92 -3.73 -0.07
C 1.47 1.17 -0.31 -0.15
C 2.54 1.90 -1.31 -0.26
C -1.10 3.13 2.41 -0.36
C -0.01 -4.20 -3.89 -0.04
C -0.76 1.54 2.63 -0.04
C -3.83 -3.17 -1.80 -0.43
C 4.71 1.52 0.41 -0.52
C -1.08 5.47 -0.67 -0.10
C -4.13 -4.48 -2.51 -0.07
C -0.16 4.17 3.25 -0.09
C 6.04 2.40 -4.70 -0.14
C -1.60 -0.97 3.90 -0.01
C 0.58 0.81 1.94 -0.08
B 0.92 4.14 -1.14 -0.60
H -2.30 -1.61 4.58 0.07
H -2.31 -2.30 8.22 0.14
H 3.78 -3.24 -4.08 0.10
H -6.44 -2.96 7.67 0.07
H -2.92 4.62 2.37 0.08
H -6.89 -3.85 -2.08 0.07
H -0.18 -3.84 2.42 0.08
H -2.76 -3.19 -1.53 0.13
H -5.08 -4.46 -3.05 0.07
H -3.73 -1.19 -2.30 0.07
H -3.37 2.76 1.92 0.10
H -5.05 -1.93 -2.85 0.08
H 6.73 -0.81 -6.81 0.09
H -3.28 -0.30 7.45 0.08
H 0.54 4.73 2.47 0.08
H 8.02 2.11 -6.46 0.12
H 1.63 -1.48 1.78 0.08
H -1.77 -2.66 -4.54 0.09
H 1.72 0.01 -0.34 0.14
H -0.61 -3.76 4.34 0.08
H -7.87 -3.41 -0.69 0.09
H 6.95 1.39 -7.88 0.15
H -0.69 -5.10 -3.55 0.09
H 2.16 5.71 -0.60 0.09
H 7.07 2.97 -4.67 0.16
H -6.12 -3.70 9.28 0.09
H -0.52 6.37 -1.21 0.10
H 2.15 -5.32 -3.32 0.10
H -3.71 -4.42 7.95 0.08
H -6.57 -4.59 -0.47 0.09
H 5.21 4.36 -4.13 0.16
H -2.76 1.14 4.12 0.09
H -0.05 -0.47 -5.31 0.10
H -4.56 -3.84 0.16 0.12
H 6.15 1.47 -3.99 0.15
H 8.52 -0.36 -6.18 0.09
H -4.18 -2.13 0.05 0.12
H -2.22 5.60 -0.94 0.13
H -4.16 -5.31 -1.80 0.08
H -3.73 -1.24 9.80 0.12
H -3.35 -4.71 -3.25 0.06
H 7.01 -0.25 -5.02 0.08
H 4.71 -0.76 -0.30 0.10
H 3.34 -0.33 1.07 0.07
H 3.88 0.12 -2.10 0.14
H 2.87 5.08 -5.87 0.07
H -4.60 -1.04 6.90 0.08
H -0.99 5.52 0.51 0.10
H 1.18 -3.38 3.65 0.09
H 2.07 0.09 -2.61 0.13
H -2.90 -3.82 6.50 0.06
H -0.89 5.02 3.66 0.09
H 5.16 -0.45 1.49 0.10
H -0.89 3.35 1.26 0.11
H -4.11 -2.95 9.91 0.12
H 0.44 3.68 4.13 0.09
H 0.34 1.26 -0.60 0.14
H -4.63 -3.57 6.69 0.07
H -3.05 3.27 3.73 0.08
H -7.42 -2.52 9.06 0.09

104
Properties=species:S:1:pos:R:3:lowdin_charge:R:1 method="wB97M-V/def2-TZVPD" charge=-1 gap_ev=4.9 lumo_ev=-0.2 total_energy_ha=-1921.6947
O -3.41 -2.29 6.26 0.09
O 2.23 -4.00 4.31 -0.08
O 1.12 -4.50 7.93 0.09
O 4.48 -1.05 -5.43 0.08
O 0.69 -2.69 2.89 -0.10
O 3.89 -6.11 -6.97 0.09
C 3.44 -2.45 2.67 -0.03
C 2.32 0.53 -4.06 -0.22
C -1.00 3.90 3.42 -0.17
C 3.79 -4.53 -5.21 0.02
C -0.90 -2.58 0.88 -0.12
C -0.58 5.38 -0.52 -0.21
C 1.73 -0.87 -1.75 -0.21
C 2.06 -3.07 3.33 -0.25
C 3.94 -3.26 -4.83 0.03
C 1.26 3.06 -4.41 -0.21
C 4.43 -3.89 -7.57 0.02
C 0.65 -2.50 1.41 -0.18
C -2.23 1.32 1.43 -0.14
C -4.18 -1.93 0.73 -0.22
C -0.10 -3.57 6.14 0.03
C 4.57 -2.62 -7.19 0.02
C 0.13 -1.26 -1.83 -0.19
C 0.33 4.21 2.45 -0.25
C 1.33 1.49 -4.95 -0.21
C -1.24 -3.02 5.72 0.04
C -1.05 -3.77 8.47 0.01
C -4.95 -0.83 1.67 -0.26
C 1.98 0.61 -2.45 -0.20
C 0.22 4.39 -1.57 -0.22
C -1.61 -0.17 1.74 -0.19
C -5.64 0.42 0.87 -0.16
C 0.26 5.80 2.08 -0.24
C -3.07 -1.30 -0.30 -0.16
C -2.37 -2.80 6.64 -0.39
C -0.29 3.55 -4.16 -0.22
C -0.64 -0.33 -0.72 -0.17
C -2.19 -3.21 8.05 0.01
C 0.08 -3.99 7.54 -0.38
C 0.48 6.15 0.49 -0.22
C 4.34 -2.21 -5.79 -0.37
C -0.77 3.56 -2.59 -0.21
C 4.02 -4.94 -6.61 -0.39
B -1.54 -1.15 0.38 -0.83
H -0.11 -2.40 -1.78 0.10
H -4.28 -0.38 2.54 0.09
H -2.92 1.60 2.36 0.07
H -6.82 0.43 0.98 0.07
H 4.87 -1.84 -7.88 0.12
H -1.88 3.98 -2.58 0.12
H -1.38 -2.71 4.69 0.11
H -1.21 6.21 -1.06 0.11
H 2.45 -1.65 -2.25 0.08
H -1.98 4.08 2.78 0.08
H 2.16 -0.59 -4.42 0.10
H 3.50 -5.32 -4.52 0.12
H 1.77 1.50 -6.05 0.10
H 0.30 7.31 0.34 0.10
H 1.71 3.71 -5.28 0.10
H 1.04 1.30 -2.25 0.09
H -0.47 4.62 -4.61 0.10
H -0.94 2.79 3.84 0.08
H 0.82 3.58 -0.94 0.11
H -3.03 -3.05 8.71 0.12
H 3.25 -1.61 1.87 0.08
H 4.03 -3.35 2.18 0.10
H 0.10 0.39 -0.13 0.10
H -1.55 -2.99 1.80 0.10
H 1.26 3.94 3.13 0.11
H 4.09 -2.01 3.55 0.10
H 0.24 1.02 -5.06 0.11
H -1.00 2.78 -4.72 0.11
H -0.84 2.44 -2.21 0.09
H -0.74 6.24 2.51 0.11
H -0.90 -4.08 9.49 0.11
H 1.94 3.21 -3.45 0.10
H -1.05 4.62 4.34 0.07
H -2.92 1.38 0.48 0.06
H -0.23 -0.89 -2.91 0.11
H -4.99 -2.50 0.06 0.10
H 0.34 3.54 1.48 0.09
H 4.59 -4.21 -8.59 0.12
H -1.33 2.06 1.33 0.04
H -1.08 -3.36 0.01 0.10
H -3.42 -0.29 -0.83 0.08
H 0.74 -3.74 5.48 0.07
H -3.71 -2.74 1.44 0.10
H -5.84 -1.39 2.24 0.10
H -1.36 0.40 -1.32 0.09
H 1.14 6.35 2.66 0.11
H -2.12 -0.74 2.63 0.09
H 3.42 0.81 -4.33 0.10
H -0.46 0.01 2.02 0.09
H -1.29 4.70 0.11 0.11
H 2.10 -0.74 -0.62 0.09
H -5.23 1.41 1.38 0.06
H 2.89 1.13 -1.91 0.11
H 1.60 5.95 0.21 0.11
H 1.01 4.94 -2.24 0.11
H -2.93 -2.07 -1.20 0.10
H 3.78 -2.95 -3.81 0.11
H 1.25 -3.35 0.83 0.15
H 1.06 -1.43 1.20 0.10
H -5.42 0.46 -0.28 0.06